1.
Entry from OMol25: a single C21H23N3O4S molecule at a distorted geometry (wB97M-V/def2-TZVPD).

Calculated values
Gap between HOMO and LUMO ... 7.87 eV
Strongest force on any atom ... 0.3259 Eh/bohr
Electronic energy ... -45629.4834 eV
Relative energy (zero: lowest compared OMol25 entry of this formula, charge and spin) ... 424.2 kcal/mol
SMILES ... Cc1onc(-c2ccccc2)c1C(=O)Nc1ccc(S(=O)(=O)NC(C)(C)C)cc1

Atoms and positions in Å:
C (-5.0916, -3.6745, -0.1091)
C (-4.9020, -2.2179, -0.0329)
C (-3.8113, -1.2713, 0.0311)
C (-4.5151, -0.1012, 0.1845)
N (-5.8480, -0.3597, 0.0758)
O (-6.2328, -1.5811, 0.1370)
C (-4.0222, 1.1161, 0.4692)
C (-2.8739, 1.5902, -0.6394)
C (-2.3105, 2.8385, -0.5111)
C (-2.6950, 3.6953, 0.4867)
C (-3.8794, 3.6285, 1.3158)
C (-4.5269, 2.2846, 1.0985)
H (-5.2502, 1.7523, 1.7014)
H (-4.1802, 4.2444, 2.0354)
H (-2.2745, 4.6941, 0.4470)
H (-1.4921, 3.0269, -0.9280)
H (-2.4567, 0.6920, -1.1902)
C (-2.5938, -1.8336, 0.1183)
O (-2.0801, -2.6851, -0.5831)
N (-1.7687, -0.8805, 0.8479)
C (-0.3997, -0.9567, 0.7601)
C (0.3082, -1.9260, 0.5664)
C (1.7951, -1.8568, 0.6152)
C (2.3315, -0.8152, 1.3080)
C (1.6289, 0.3643, 1.3477)
C (0.3424, 0.1765, 1.4385)
H (-0.3390, 0.7921, 1.7948)
H (2.1582, 1.1929, 2.0288)
S (4.0968, -0.8144, 1.4289)
O (4.7730, -2.0776, 1.0105)
O (4.4725, -0.1433, 2.5722)
N (4.6677, 0.3843, 0.1643)
H (4.7478, 1.3340, 0.7914)
C (4.4693, 0.3864, -1.1692)
C (4.3687, -0.9522, -1.7423)
H (3.5110, -1.1632, -1.4254)
H (4.4758, -0.8198, -3.0027)
H (5.2201, -1.4777, -1.1167)
C (3.1920, 1.3464, -1.4365)
H (2.2243, 0.9243, -0.9451)
H (3.1593, 1.3185, -2.3678)
H (3.1272, 2.3740, -0.7858)
C (5.6074, 1.2082, -1.6975)
H (5.5581, 1.2101, -2.7782)
H (6.5065, 0.7567, -1.5765)
H (5.9489, 2.1791, -1.3039)
H (2.5101, -2.8998, 0.2867)
H (0.0844, -3.0229, -0.0028)
H (-2.1529, -0.0233, 1.0390)
H (-5.9226, -3.8477, -0.9842)
H (-4.1218, -4.0240, -0.4212)
H (-5.5444, -4.0854, 0.6484)



2.
Entry from OMol25: a molecular structure, C21H23N4O4Ru (wB97M-V/def2-TZVPD).

Calculated values
Gap between HOMO and LUMO ... 7.64 eV
Strongest force on any atom ... 0.0145 Eh/bohr
Net charge ... +1
Electronic energy ... -38878.3119 eV

Atoms and positions in Å:
Ru (-0.2219, 0.0775, -0.0468)
C (3.2787, 1.1748, -1.0163)
C (2.7794, -0.2227, -1.0274)
N (1.5772, -0.6459, -0.6740)
C (1.5270, -2.0090, -0.8988)
C (2.7236, -2.4066, -1.4069)
N (3.4908, -1.2746, -1.4711)
C (3.2899, -3.7004, -1.8903)
O (2.4805, -4.7324, -1.9078)
O (4.4312, -3.7135, -2.2749)
C (0.3067, -2.7737, -0.5018)
O (0.2333, -3.9684, -0.7545)
O (-0.5673, -2.0574, 0.1131)
H (2.4428, 1.8605, -0.8733)
H (3.7547, 1.4131, -1.9668)
H (4.0115, 1.3269, -0.2227)
H (4.4380, -1.2831, -1.8279)
H (1.5576, -4.5057, -1.6079)
N (-1.2490, -1.0276, 2.6375)
C (-0.1847, -0.2257, 2.9042)
C (0.1583, 0.0976, 4.2311)
C (1.2198, 0.9225, 4.4821)
C (1.9535, 1.4386, 3.4073)
C (1.5549, 1.1105, 2.1430)
N (0.4978, 0.3124, 1.8740)
H (-1.6793, -1.4608, 3.4388)
H (-1.2108, -1.6197, 1.8089)
H (-0.4233, -0.3314, 5.0351)
H (1.4915, 1.1641, 5.5005)
H (2.8063, 2.0824, 3.5570)
H (2.0750, 1.4952, 1.2732)
C (-2.4003, 2.7169, 0.6217)
C (-1.7105, 2.1869, -0.6506)
C (-1.9236, 3.1873, -1.7879)
C (-0.2963, 1.9080, -0.2451)
C (-2.1907, 0.7675, -1.0424)
C (-1.5809, 0.1511, -2.1661)
C (-1.9644, -1.1258, -2.5627)
C (-2.9313, -1.8195, -1.8458)
C (-3.5147, -1.2335, -0.7368)
C (-3.1453, 0.0464, -0.3247)
H (-1.9883, 3.6910, 0.8837)
H (-2.2728, 2.0488, 1.4752)
H (-3.4690, 2.8481, 0.4418)
H (-1.6003, 4.1833, -1.4864)
H (-2.9868, 3.2270, -2.0278)
H (-1.3807, 2.9110, -2.6905)
H (0.3040, 2.7595, 0.0951)
H (-0.8888, 0.7175, -2.7784)
H (-1.5084, -1.5789, -3.4332)
H (-3.2172, -2.8164, -2.1499)
H (-4.2644, -1.7730, -0.1740)
H (-3.6130, 0.4797, 0.5480)



3.
Entry from OMol25: a molecular structure, C21H23N4SiV at a distorted geometry (wB97M-V/def2-TZVPD).

Calculated values
Gap between HOMO and LUMO (alpha / beta) ... 6.36 / 6.82 eV
Expectation value of S² ... 3.760
Spin multiplicity ... 4
Strongest force on any atom ... 0.0577 Eh/bohr
Net charge ... +1
Electronic energy ... -61673.0292 eV

Atoms and positions in Å:
V (0.7904, 0.2237, -1.1684)
C (3.5585, -2.5663, -1.3826)
C (2.0884, -2.9329, -1.4355)
C (1.7048, -4.2249, -1.2193)
C (0.3812, -4.4637, -0.9772)
C (-0.5574, -3.4272, -1.0498)
C (-0.0823, -2.1197, -1.3067)
N (1.2768, -1.8837, -1.5080)
N (-0.7297, -0.9414, -1.3383)
Si (-2.4780, -0.8995, -1.0724)
C (-3.1719, -1.5537, 0.6171)
C (-3.0225, 0.9150, -1.0005)
C (-3.2552, -1.8612, -2.4729)
H (3.8530, -1.8896, -2.2420)
H (4.2346, -3.4223, -1.2665)
H (3.7296, -1.9064, -0.5051)
H (2.5853, -4.9121, -1.2162)
H (0.1101, -5.4344, -0.5589)
H (-1.5772, -3.6305, -0.9581)
H (-2.9955, -0.7965, 1.4392)
H (-2.7842, -2.5953, 0.8223)
H (-4.2300, -1.6671, 0.5668)
H (-2.3335, 1.4329, -0.2476)
H (-4.0680, 1.0570, -0.7387)
H (-2.9535, 1.4477, -1.9674)
H (-3.6885, -2.8083, -2.1782)
H (-2.3770, -2.0642, -3.1312)
H (-4.0253, -1.3650, -2.9836)
C (0.3869, -0.5065, 3.0409)
C (0.4347, -0.6365, 1.6657)
N (0.8244, 0.3749, 0.8931)
C (1.0592, 1.6053, 1.4531)
C (1.0510, 1.7996, 2.8522)
C (0.6498, 0.7266, 3.6431)
C (1.3673, 3.1096, 3.3510)
C (1.5448, 4.1712, 2.4856)
C (1.2799, 4.0457, 1.0632)
C (1.1236, 5.0834, 0.1292)
C (0.8679, 4.8091, -1.1815)
C (0.7424, 3.4336, -1.5123)
N (0.8775, 2.4211, -0.7332)
C (1.1471, 2.7369, 0.5694)
H (0.0372, -1.3283, 3.6300)
H (0.1527, -1.5039, 1.0868)
H (0.7632, 0.7960, 4.7387)
H (1.4422, 3.2568, 4.4052)
H (1.8520, 5.1148, 2.8880)
H (1.2337, 6.0939, 0.5330)
H (0.7195, 5.5070, -1.9869)
H (0.4600, 3.1793, -2.5349)



4.
Entry from OMol25: a single C21H23N5O3 molecule at a distorted geometry (wB97M-V/def2-TZVPD).

Calculated values
Gap between HOMO and LUMO ... 8.31 eV
Strongest force on any atom ... 0.0239 Eh/bohr
Electronic energy ... -35743.2333 eV
Relative energy (zero: lowest compared OMol25 entry of this formula, charge and spin) ... 63.0 kcal/mol
SMILES ... COCCCNc1nc2cc(OC)c(OC)cc2c2nc(-c3ccccc3)nn12

Atoms and positions in Å:
C (-4.1181, -5.4522, -0.7338)
O (-3.2116, -5.3811, 0.3366)
C (-3.2366, -4.1692, 1.0703)
C (-1.9005, -3.4300, 0.9728)
H (-1.1087, -4.0911, 1.3290)
H (-1.9389, -2.5488, 1.6150)
C (-1.5933, -2.9939, -0.4630)
N (-0.3616, -2.2524, -0.5600)
C (-0.3210, -0.9187, -0.3646)
N (-1.3836, -0.1779, -0.3349)
C (-1.2574, 1.1751, -0.2063)
C (-2.4248, 1.9532, -0.1836)
C (-2.3577, 3.3214, -0.0596)
C (-1.0912, 3.9701, 0.0501)
C (0.0586, 3.2192, 0.0329)
C (-0.0115, 1.8257, -0.0944)
C (1.1323, 0.9884, -0.1145)
N (2.4260, 1.2201, -0.0197)
C (2.9891, -0.0100, -0.0976)
N (2.1136, -0.9971, -0.2360)
N (0.9305, -0.3652, -0.2493)
C (4.4225, -0.2188, -0.0340)
C (4.9558, -1.5036, -0.1123)
C (6.3236, -1.6875, -0.0518)
C (7.1680, -0.5970, 0.0864)
C (6.6410, 0.6824, 0.1646)
C (5.2742, 0.8746, 0.1053)
H (4.8434, 1.8619, 0.1642)
H (7.3003, 1.5315, 0.2720)
H (8.2372, -0.7449, 0.1329)
H (6.7361, -2.6843, -0.1126)
H (4.2851, -2.3418, -0.2207)
H (1.0375, 3.6612, 0.1139)
O (-1.1463, 5.3239, 0.1656)
C (0.0677, 6.0263, 0.2669)
H (0.6938, 5.8762, -0.6187)
H (-0.2069, 7.0772, 0.3418)
H (0.6291, 5.7326, 1.1598)
O (-3.4273, 4.1552, -0.0308)
C (-4.7127, 3.5964, -0.1420)
H (-4.9261, 2.9114, 0.6850)
H (-4.8400, 3.0675, -1.0921)
H (-5.4026, 4.4378, -0.1014)
H (-3.3644, 1.4343, -0.2693)
H (0.5121, -2.7355, -0.4053)
H (-1.5156, -3.8734, -1.1060)
H (-2.3836, -2.3349, -0.8281)
H (-4.0451, -3.5209, 0.7161)
H (-3.4305, -4.4214, 2.1205)
H (-3.9725, -6.4298, -1.1902)
H (-3.9322, -4.6726, -1.4818)
H (-5.1554, -5.3696, -0.3872)



5.
Entry from OMol25: a single C21H23N5O3 molecule at a distorted geometry (wB97M-V/def2-TZVPD).

Calculated values
Gap between HOMO and LUMO ... 7.50 eV
Strongest force on any atom ... 0.0255 Eh/bohr
Electronic energy ... -35744.2147 eV
Relative energy (zero: lowest compared OMol25 entry of this formula, charge and spin) ... 40.3 kcal/mol
SMILES ... CC(=O)/N=c1\c(C#N)cc2c(=O)n3cccc(C)c3nc2n1CCCOC(C)C

Atoms and positions in Å:
C (-6.0815, -0.2541, -1.2519)
C (-5.0035, -0.2960, -0.1954)
O (-5.2001, -0.5893, 0.9649)
N (-3.7506, -0.1238, -0.6900)
C (-2.7955, 0.6554, -0.3534)
N (-1.5109, 0.2949, -0.7195)
C (-0.4344, 1.0799, -0.4758)
N (0.7507, 0.6502, -0.9161)
C (1.8299, 1.3449, -0.6553)
N (1.8093, 2.5243, 0.0522)
C (2.9578, 3.2015, 0.3274)
C (4.1622, 2.7367, -0.0849)
C (4.2263, 1.5335, -0.8190)
C (3.0869, 0.8410, -1.1126)
C (3.0664, -0.4332, -1.8857)
H (2.4290, -1.1566, -1.3802)
H (2.6329, -0.2581, -2.8692)
H (4.0702, -0.8303, -2.0079)
H (5.1853, 1.1628, -1.1478)
H (5.0602, 3.2844, 0.1460)
H (2.8154, 4.1139, 0.8878)
C (0.5706, 3.0926, 0.5172)
O (0.5920, 4.1495, 1.1103)
C (-0.5826, 2.2980, 0.2132)
C (-1.8741, 2.7212, 0.5939)
C (-2.9559, 1.9431, 0.3029)
C (-4.2624, 2.3880, 0.5922)
N (-5.3172, 2.7956, 0.7824)
H (-1.9792, 3.6683, 1.1024)
C (-1.3200, -1.0246, -1.2957)
H (-0.3164, -1.0515, -1.7165)
C (-1.4737, -2.1229, -0.2408)
C (-0.4626, -2.0078, 0.8957)
O (0.8323, -2.2947, 0.4174)
C (1.8019, -2.5111, 1.4296)
C (2.3168, -1.1994, 2.0293)
H (2.7688, -0.5876, 1.2521)
H (1.5068, -0.6384, 2.4897)
H (3.0628, -1.4116, 2.7902)
C (2.9433, -3.3128, 0.8101)
H (2.5484, -4.2050, 0.3323)
H (3.4592, -2.7180, 0.0622)
H (3.6512, -3.6056, 1.5802)
H (1.3422, -3.1102, 2.2345)
H (-0.7311, -2.7253, 1.6866)
H (-0.5024, -1.0004, 1.3373)
H (-1.3389, -3.0861, -0.7324)
H (-2.4775, -2.0821, 0.1828)
H (-2.0751, -1.1631, -2.0719)
H (-5.6993, -0.6111, -2.2038)
H (-6.4021, 0.7805, -1.3650)
H (-6.9317, -0.8491, -0.9317)



6.
Entry from OMol25: a single C21H23NO4S molecule (wB97M-V/def2-TZVPD).

Calculated values
Gap between HOMO and LUMO ... 9.13 eV
Strongest force on any atom ... 0.0142 Eh/bohr
Electronic energy ... -42666.9055 eV
Relative energy (zero: lowest compared OMol25 entry of this formula, charge and spin) ... 6.9 kcal/mol
SMILES ... CCOC(=O)c1c(N2C(=O)[C@@H]3[C@H](C2=O)[C@H]2C=C[C@@H]3C2)sc2c1CC[C@@H](C)C2

Atoms and positions in Å:
C (-0.2146, -4.4136, -0.5175)
C (-1.1376, -3.8453, 0.5508)
H (-0.6515, -3.8744, 1.5315)
H (-2.0864, -4.3853, 0.5879)
O (-1.4833, -2.4943, 0.2465)
C (-0.6319, -1.5532, 0.6570)
O (0.3333, -1.7717, 1.3538)
C (-0.9990, -0.2054, 0.1825)
C (-0.0325, 0.7589, 0.0375)
N (1.3380, 0.5775, 0.2026)
C (2.0392, -0.4745, -0.3817)
O (1.5759, -1.2463, -1.1749)
C (3.4615, -0.4007, 0.1182)
H (3.7218, -1.3421, 0.6025)
C (3.5156, 0.8347, 1.0193)
C (2.1169, 1.4023, 1.0077)
O (1.7115, 2.3902, 1.5543)
H (3.8225, 0.6478, 2.0487)
C (4.5245, 1.7628, 0.2853)
C (5.8542, 1.0593, 0.4064)
C (5.8105, -0.0149, -0.3713)
H (6.5546, -0.7789, -0.4961)
C (4.4515, -0.0473, -1.0267)
H (4.3425, -0.6742, -1.9070)
C (4.1871, 1.4556, -1.1783)
H (3.1649, 1.7026, -1.4620)
H (4.8790, 1.9306, -1.8716)
H (6.6419, 1.3754, 1.0641)
H (4.4818, 2.7981, 0.6112)
S (-0.6747, 2.2777, -0.4648)
C (-2.2794, 1.6136, -0.4665)
C (-2.2991, 0.2969, -0.1250)
C (-3.5781, -0.4728, -0.0282)
C (-4.7368, 0.2988, -0.6602)
C (-4.7396, 1.7784, -0.2643)
C (-4.8440, 1.9703, 1.2466)
H (-4.9874, 3.0223, 1.4832)
H (-3.9389, 1.6324, 1.7435)
H (-5.6896, 1.4133, 1.6434)
C (-3.4686, 2.4414, -0.8105)
H (-3.5412, 2.5399, -1.8987)
H (-3.3558, 3.4470, -0.4002)
H (-5.6073, 2.2567, -0.7319)
H (-4.6571, 0.2333, -1.7474)
H (-5.6806, -0.1645, -0.3672)
H (-3.7888, -0.6771, 1.0254)
H (-3.4601, -1.4368, -0.5237)
H (-0.7120, -4.4118, -1.4842)
H (0.0656, -5.4310, -0.2601)
H (0.6816, -3.8014, -0.5897)



7.
Entry from OMol25: a single C21H23NO6 molecule (wB97M-V/def2-TZVPD).

Calculated values
Gap between HOMO and LUMO ... 8.59 eV
Strongest force on any atom ... 0.0175 Eh/bohr
Electronic energy ... -35927.2548 eV
Relative energy (zero: lowest compared OMol25 entry of this formula, charge and spin) ... 1.1 kcal/mol
SMILES ... O=C(O)C1CCN(C(=O)COc2ccc3c4c(c(=O)oc3c2)CCCC4)CC1

Atoms and positions in Å:
O (-0.4756, -2.1650, 0.4653)
C (0.4263, -2.8146, 0.0084)
O (0.2339, -3.9479, -0.6694)
H (-0.7132, -4.1457, -0.7533)
C (1.8923, -2.4368, 0.0754)
C (2.1413, -1.4748, -1.0979)
H (1.3626, -0.7121, -1.0878)
H (2.0773, -2.0174, -2.0421)
C (3.5106, -0.7977, -0.9978)
N (3.6939, -0.1885, 0.2980)
C (3.8128, 1.1188, 0.5952)
O (4.0625, 1.5096, 1.7220)
C (3.6304, 2.1455, -0.5323)
H (3.5922, 3.1322, -0.0538)
O (2.5084, 1.9401, -1.3656)
C (1.2846, 1.7718, -0.7914)
C (0.2749, 1.3433, -1.6458)
C (-0.9766, 1.0180, -1.1412)
C (-1.2564, 1.1278, 0.2308)
C (-0.2452, 1.6315, 1.0546)
C (1.0012, 1.9513, 0.5645)
H (1.7497, 2.3239, 1.2438)
H (-0.4342, 1.7675, 2.1071)
C (-2.5572, 0.7075, 0.6915)
C (-3.4654, 0.2735, -0.2162)
C (-3.1409, 0.1762, -1.6328)
O (-3.8964, -0.2279, -2.4857)
O (-1.8897, 0.5613, -2.0251)
C (-4.8561, -0.1562, 0.1450)
C (-5.2529, 0.3441, 1.5270)
C (-4.1441, 0.0005, 2.5133)
C (-2.8708, 0.7626, 2.1579)
H (-2.9735, 1.8133, 2.4486)
H (-2.0307, 0.3448, 2.7159)
H (-3.9465, -1.0722, 2.4693)
H (-4.4441, 0.2472, 3.5334)
H (-5.3963, 1.4264, 1.5016)
H (-6.1942, -0.1147, 1.8328)
H (-4.9005, -1.2492, 0.1149)
H (-5.5418, 0.2053, -0.6244)
H (0.4717, 1.2292, -2.6993)
H (4.4956, 2.1217, -1.2021)
C (3.6084, -1.1486, 1.3804)
C (2.2054, -1.7487, 1.4055)
H (1.4728, -0.9556, 1.5691)
H (2.1246, -2.4640, 2.2248)
H (4.3579, -1.9320, 1.2264)
H (3.8240, -0.6238, 2.3119)
H (4.3000, -1.5502, -1.1245)
H (3.6075, -0.0568, -1.7891)
H (2.4972, -3.3391, -0.0476)



8.
Entry from OMol25: a molecular structure, C21H24AsAuN5OS2 (wB97M-V/def2-TZVPD).

Calculated values
Gap between HOMO and LUMO (alpha / beta) ... 6.12 / 6.12 eV
Strongest force on any atom ... 0.0188 Eh/bohr
Net charge ... +1
Electronic energy ... -117855.4972 eV
Relative energy (zero: lowest compared OMol25 entry of this formula, charge and spin) ... 40.6 kcal/mol

Atoms and positions in Å:
Au (-0.8919, 1.0243, 2.4081)
O (0.5261, 2.3850, 0.5059)
N (-0.0305, 1.8445, -0.5588)
C (0.5638, 0.7863, -1.1463)
C (-0.0210, 0.1794, -2.2297)
C (-1.2214, 0.6760, -2.7271)
C (-1.8083, 1.7657, -2.1164)
C (-1.2040, 2.3324, -1.0048)
S (-1.9414, 3.6413, -0.1142)
H (1.4894, 0.4738, -0.6869)
H (0.4689, -0.6734, -2.6756)
H (-1.6985, 0.2116, -3.5776)
H (-2.7468, 2.1712, -2.4626)
S (-2.8089, 0.2715, 1.2246)
C (-2.2004, -1.3838, 1.0854)
N (-3.0892, -2.3251, 1.0297)
N (-2.7757, -3.5909, 0.6811)
C (-1.9604, -4.0541, -0.3660)
C (-1.6585, -5.4123, -0.3886)
C (-0.9123, -5.9450, -1.4277)
C (-0.4681, -5.1343, -2.4613)
C (-0.7918, -3.7837, -2.4471)
C (-1.5274, -3.2377, -1.4087)
N (-0.8475, -1.7322, 0.9737)
N (0.0000, -0.9899, 1.5106)
C (1.3635, -1.3401, 1.2981)
C (2.3109, -0.6383, 2.0306)
C (3.6596, -0.8919, 1.8469)
C (4.0637, -1.8455, 0.9235)
C (3.1127, -2.5559, 0.1974)
C (1.7639, -2.3121, 0.3815)
H (-3.4558, -4.2518, 1.0284)
H (-2.0047, -6.0485, 0.4155)
H (-0.6790, -7.0004, -1.4278)
H (0.1110, -5.5507, -3.2723)
H (-0.4777, -3.1497, -3.2665)
H (-1.7926, -2.1898, -1.4211)
H (1.9713, 0.0973, 2.7506)
H (4.3946, -0.3559, 2.4313)
H (5.1165, -2.0376, 0.7694)
H (3.4257, -3.3107, -0.5110)
H (1.0134, -2.8604, -0.1703)
C (-0.9394, 6.3064, 1.0069)
As (-0.1556, 4.5465, 0.8274)
C (1.3307, 4.8179, -0.3532)
C (0.3953, 4.1681, 2.6231)
H (-0.2112, 6.9757, 1.4653)
H (-1.8256, 6.2539, 1.6404)
H (-1.2216, 6.6863, 0.0255)
H (1.7109, 5.8249, -0.1861)
H (0.9933, 4.7258, -1.3858)
H (2.0931, 4.0716, -0.1371)
H (0.9374, 5.0524, 2.9633)
H (1.0347, 3.2909, 2.6359)
H (-0.4834, 4.0209, 3.2504)



Q: Which value of electronic energy does entry 2 give?
A: -38878.3119 eV



Q: Which of these has the lowest strongest force on any atom?
A: C21H23NO4S